## i
Computed, not measured: H5O3 as an isolated structure, with ωB97M-V/def2-TZVPD.

XYZ file:
```
8
Properties=species:S:1:pos:R:3:nbo_charge:R:1
O -0.18 0.62 0.31 -1.11
H 0.05 1.48 -0.03 0.43
O 2.10 0.09 0.87 -1.16
H 2.09 -0.63 1.46 0.42
H 0.96 0.33 0.52 0.48
O -1.95 -0.48 -1.34 -1.02
H -1.87 -1.38 -0.99 0.44
H -1.21 -0.05 -0.81 0.51
```

Net charge: -1
HOMO energy, eV: -4.12


## ii
Computed, not measured: a 3-piece molecular cluster, H5O3 overall, with ωB97M-V/def2-TZVPD.

XYZ file:
```
8
Properties=species:S:1:pos:R:3:nbo_charge:R:1
O 0.24 -1.24 -0.25 -1.28
H 0.55 -1.88 -0.90 0.42
O 1.19 0.66 1.30 -1.03
H 0.51 1.29 1.03 0.45
H 1.02 -0.07 0.63 0.52
O -1.37 0.65 -0.95 -1.04
H -2.10 0.37 -0.39 0.44
H -0.72 -0.14 -0.85 0.52
```

Net charge: -1
HOMO energy, eV: -4.03


Least stable = i